DFT (ωB97M-V/def2-TZVPD) results for a molecular structure, C3H6N2OS2 at a distorted geometry.

Geometry (Å):
N1 1.22363 -0.26403 -0.63444
H1 3.16434 0.16701 -1.03352
S1 -3.10723 -1.24214 -0.42751
H2 0.62529 1.69374 -0.34454
C1 -1.70832 -0.33545 -0.27246
C2 -0.24056 1.84666 0.34531
O1 2.57239 -0.82507 -0.58052
N2 -0.71256 -1.09801 0.44971
S2 -1.69065 1.35301 -0.56968
H3 -0.26670 1.19407 1.25622
H4 -1.18829 -1.97405 0.85974
H5 -0.42774 2.95657 0.74875
C3 0.54124 -1.18033 0.04565
H6 1.21516 -2.29199 0.15728

Force components x, y, z for each atom (eV/Å):
-0.7532 -3.3189 2.2681
-2.5679 -4.9718 2.1223
0.3964 0.9353 -0.5923
-0.5784 0.5210 1.2953
-1.5987 -2.0344 1.6457
-0.1326 1.9249 1.2735
2.5193 5.7425 -3.0253
-3.0420 -0.3478 0.3403
-0.0012 -0.4686 -0.2942
0.6519 0.6257 -0.8365
1.2084 1.8534 -1.1741
0.5349 -2.3709 -1.2054
5.6746 -1.4965 -2.1571
-2.3115 3.4061 0.3394

LUMO energy (eV): -0.362
Relative energy (zero: lowest compared OMol25 entry of this formula, charge and spin) (kcal/mol): 132.9
Calculated total energy (a.u.): -1098.86218
Maximum force (eV Å⁻¹): 7.0
HOMO-LUMO gap (eV): 8.04

Quick look at the natural (NBO) charges, all values in e:
1. N -0.267
2. H 0.470
3. S -0.092
4. H 0.278
5. C -0.150
6. C -0.797
7. O -0.581
8. N -0.659
9. S 0.428
10. H 0.238
11. H 0.447
12. H 0.244
13. C 0.231
14. H 0.211

---

DFT (ωB97M-V/def2-TZVPD) results for a molecular structure, C15H37NNbO25S6 at a distorted geometry.

Geometry (Å):
H1 -1.22397 -0.52096 -0.61598
O1 2.31314 -0.78793 6.33332
H2 -3.35111 -1.32133 2.60831
H3 -7.20257 -0.99310 -3.46679
C1 -0.83302 -0.73900 0.44662
C2 -6.46247 5.73186 -2.67414
H4 2.61582 -1.95131 2.25377
O2 -6.50658 4.43973 -3.27482
C3 -1.78136 -1.80649 1.11243
H5 -7.40412 6.24222 -2.89926
H6 -4.80007 -0.55706 -1.00615
O3 -6.36738 2.27621 -2.07289
H7 -1.27337 -2.14090 2.09633
O4 5.51530 5.14978 0.22673
O5 4.75742 0.88036 0.03461
O6 -6.07733 -3.32861 -4.41603
O7 -8.60464 3.28263 -2.62584
O8 6.36467 -4.08492 -0.21497
H8 4.73605 7.02664 0.65176
H9 -7.83873 -2.57084 -5.21845
H10 -8.50039 -1.93347 -2.68730
H11 0.04087 1.07341 0.62829
O9 -6.55591 -2.45839 -2.18854
C4 6.19559 -3.89533 -3.45579
O10 3.49626 4.43167 -0.94219
C5 3.67783 -1.79204 2.04740
H12 1.98176 1.25593 6.16506
H13 4.27099 -2.24902 2.83502
H14 -2.20027 -2.83318 -0.56857
O11 -4.22523 -2.43075 -3.03630
H15 -8.00928 -3.89993 -4.04256
C6 3.30120 5.69933 -0.31772
C7 2.75403 0.56078 6.49514
S1 3.58816 -1.74684 6.04735
H16 3.58001 -3.26401 0.44241
O12 2.28799 0.68186 0.45139
H17 -5.29370 5.21405 -0.91936
S2 3.61648 0.14672 0.48762
C8 4.02134 0.67120 5.66205
H18 -0.35413 0.39694 2.13729
H19 -6.65182 6.31833 -0.58176
S3 -7.22506 3.40256 -2.24977
Nb1 -4.27805 0.34626 0.51746
H20 5.13237 -2.39956 0.56039
O13 4.69277 -0.57692 5.84394
O14 6.78925 -5.68155 -2.05684
O15 4.61026 2.87738 0.63258
O16 4.58246 -5.71145 -0.92131
C9 6.71055 -5.32627 -3.43795
H21 -3.90548 1.33496 1.99394
H22 -5.87524 -0.21210 1.26280
H23 -3.93038 -2.35415 1.22361
O17 -7.14320 4.33078 -0.92204
O18 5.23274 -3.83615 -2.40414
H24 -5.19503 1.77081 -0.12333
O19 3.38403 -2.39385 4.78603
O20 -5.33675 -4.60019 -2.41898
H25 0.20509 -1.22394 0.27690
S4 5.68115 -4.84548 -1.21751
O21 3.59885 -1.30133 -0.24539
N1 -0.66332 0.54609 1.17044
H26 5.74049 -3.62858 -4.40924
H27 -2.85412 0.92714 -0.42016
S5 4.89671 3.79460 -0.42536
H28 -5.63119 6.31305 -3.07325
O22 5.68037 3.43966 -1.56880
O23 3.90201 -2.46264 7.24569
H29 6.00574 -6.00579 -3.92507
O24 -1.77565 -3.02676 0.29231
H30 2.96245 0.72628 7.55596
C10 -3.27921 -1.42549 1.45821
C11 -7.45649 -2.98751 -4.28655
H31 7.68850 -5.41865 -3.91108
H32 4.65592 1.49905 5.97739
H33 2.67336 6.33995 -0.93666
H34 5.08568 6.68561 -1.06270
C12 -7.50967 -1.99024 -3.13901
S6 -5.37909 -3.26932 -2.94964
H35 3.78718 0.77750 4.59865
O25 3.91093 -0.38182 1.99343
C13 4.05068 -2.30591 0.66683
H36 6.99445 -3.18516 -3.22323
C14 -6.32425 5.46882 -1.18215
H37 2.81007 5.53008 0.64498
C15 4.70065 6.26600 -0.12883

Force components x, y, z for each atom (eV/Å):
0.3806 -0.1493 1.6350
0.6509 -0.4600 -0.4662
0.0034 -0.0820 -1.6291
-0.0500 -0.0228 0.0350
0.6280 -0.6377 -1.1198
-0.3912 0.3369 0.1350
0.0879 -0.0680 0.0281
0.0304 -0.2243 0.5006
0.1833 -0.6370 0.7921
0.0528 0.0662 0.0479
-0.3832 0.2856 -0.1787
-1.1339 0.8845 -0.8000
-0.5952 0.3990 -1.4626
-0.3871 -0.3260 -0.0847
-0.9537 -3.0910 -0.2739
0.2658 0.3400 0.3623
0.7365 0.0207 0.2823
-0.3708 -0.8608 -0.4868
0.1129 -0.2234 0.0523
0.2830 -0.0258 -0.0049
0.2037 -0.0920 0.1660
-0.5518 -0.3373 0.9209
0.3166 -0.9381 -0.5574
0.6138 0.1993 -0.1063
0.8554 0.0204 -0.1620
-0.5141 -0.6622 -0.2780
-0.0489 -0.2823 -0.0641
0.0329 0.2985 -0.1750
0.1758 0.1262 0.7132
-0.5900 -1.0604 -0.1316
-0.0527 0.0644 -0.0128
-0.1197 0.1436 0.5592
0.2692 0.4446 0.3692
-0.0929 0.3140 0.0733
-0.1255 0.2081 -0.1153
1.1103 -0.0637 -0.2074
-0.0384 0.0197 -0.0193
0.2664 -0.4675 -0.2129
-0.4470 0.3645 -0.5562
0.0887 0.0545 -0.6763
-0.1623 -0.2114 0.0134
0.4073 -0.6982 0.3507
1.5376 -1.4807 0.9948
-0.1398 0.0302 0.0742
-0.4627 -0.5988 0.5367
-0.2713 0.6309 0.3960
0.4421 3.5457 -0.2552
0.7351 0.7729 0.0739
-0.3301 -0.0778 -0.5269
-0.3878 0.7637 0.4154
-0.5102 0.0473 -0.4690
0.9908 1.3130 0.3060
-0.3755 -0.0047 -0.8348
0.0064 -0.8298 0.4484
-0.1182 0.4024 0.4038
0.0209 0.0796 1.3070
0.1665 0.8483 -0.2916
-1.5017 0.2894 0.3083
-0.0213 0.0185 -0.2763
-0.4328 0.7145 0.4448
-0.2227 -0.5755 -0.5935
-0.2017 -0.0236 0.2280
-0.1528 0.3584 -1.0585
-0.3574 -0.4138 0.4532
0.0134 -0.2677 -0.0753
-0.5538 0.1161 0.7909
-0.0824 0.2605 -0.9774
0.0375 0.0585 -0.0185
0.2098 0.9844 -0.0447
-0.0029 0.0261 -0.0501
0.2824 -1.0414 1.2042
-0.4540 -0.2293 0.2894
-0.0060 -0.0302 0.2757
0.1141 -0.2722 0.0702
0.0670 -0.2489 -0.1233
-0.0653 0.0319 0.0332
-0.0143 0.4997 -0.3626
0.0244 0.5306 0.5027
-0.0038 0.0628 0.0567
0.2893 0.3841 -0.7482
0.4824 -0.0748 0.3703
-0.0086 -0.0443 -0.0812
0.5990 0.0738 0.0049
0.0124 0.0885 -0.0348
-0.1009 0.3126 -0.4219

LUMO energy (eV): 1.767
Calculated total energy (a.u.): -4975.11701
Total charge: -1
Maximum force (eV Å⁻¹): 3.6
HOMO-LUMO gap (eV): 5.87

Quick look at the Löwdin charges, all values in e:
1. H 0.090
2. O -0.182
3. H 0.030
4. H 0.136
5. C -0.311
6. C -0.189
7. H 0.135
8. O -0.199
9. C -0.456
10. H 0.126
11. H -0.160
12. O -0.286
13. H 0.132
14. O -0.196
15. O -0.258
16. O -0.204
17. O -0.250
18. O -0.232
19. H 0.132
20. H 0.129
21. H 0.135
22. H 0.045
23. O -0.212
24. C -0.169
25. O -0.180
26. C -0.176
27. H 0.139
28. H 0.111
29. H 0.080
30. O -0.249
31. H 0.127
32. C -0.175
33. C -0.168
34. S 0.662
35. H 0.136
36. O -0.227
37. H 0.136
38. S 0.667
39. C -0.166
40. H 0.061
41. H 0.130
42. S 0.616
43. Nb 0.943
44. H 0.106
45. O -0.188
46. O -0.191
47. O -0.252
48. O -0.214
49. C -0.173
50. H -0.201
51. H -0.184
52. H 0.045
53. O -0.195
54. O -0.183
55. H -0.207
56. O -0.232
57. O -0.240
58. H 0.103
59. S 0.644
60. O -0.182
61. N -0.030
62. H 0.138
63. H -0.164
64. S 0.667
65. H 0.130
66. O -0.218
67. O -0.224
68. H 0.133
69. O -0.117
70. H 0.131
71. C -0.422
72. C -0.187
73. H 0.134
74. H 0.136
75. H 0.135
76. H 0.130
77. C -0.171
78. S 0.616
79. H 0.127
80. O -0.191
81. C -0.171
82. H 0.135
83. C -0.178
84. H 0.134
85. C -0.181

---

DFT (ωB97M-V/def2-TZVPD) results for a molecular structure, C13H23AsO3PtSe4Si2.

Geometry (Å):
C1 2.23103 1.68698 0.46219
Si1 -0.59500 0.40611 -2.67370
O1 4.97907 1.43734 1.22174
H1 0.89038 -1.56074 -2.30533
H2 1.57761 2.79613 4.93696
Se1 1.81171 -1.54504 4.14501
C2 -0.35743 2.24799 -2.78131
C3 4.51036 1.92425 3.47157
H3 0.18314 2.59715 -1.90150
C4 2.71250 1.93496 1.85139
H4 -2.63119 0.26809 -4.10133
H5 -4.02282 -1.53377 -3.01012
C5 -1.81311 -3.34711 -1.34674
H6 -2.85581 -2.53258 1.62278
H7 -1.30934 2.77657 -2.85256
H8 1.50972 -0.48620 -3.56542
H9 -4.98749 -2.68691 -2.08291
H10 3.97136 2.42018 5.47306
H11 0.23570 2.49068 -3.66713
H12 -0.98081 -3.43512 -0.64559
C6 1.02496 -0.51387 -2.58509
C7 1.83103 2.31309 2.86586
H13 -4.26709 -3.30162 0.88335
C8 -3.66771 -2.38785 0.90838
H14 5.55946 1.77101 3.68683
H15 -1.40311 -3.14134 -2.33709
C9 4.07403 1.76480 2.15475
C10 -4.39420 -1.77144 -2.01303
H16 -2.32614 -4.31175 -1.38690
H17 -5.05845 -0.96593 -1.69547
H18 -1.80431 -1.29749 -4.04089
Se2 -0.06623 -0.38344 4.90514
C11 2.27035 2.49694 4.16197
H19 0.78977 2.46414 2.60965
H20 4.49766 1.44860 0.35860
C12 3.61600 2.28706 4.45859
C13 -1.65373 -0.21709 -4.08647
O2 0.94600 1.62087 0.26493
Se3 -1.43487 -0.15880 3.08546
H21 1.69083 -0.03168 -1.86601
H22 -4.30211 -1.57927 1.27671
H23 -1.15661 0.00733 -5.03424
Pt1 -0.03082 -0.04248 1.15820
As1 -1.71672 -0.03733 -0.62309
Si2 -3.00098 -2.01176 -0.79256
Se4 1.88239 -1.42390 1.89038
O3 3.04102 1.54421 -0.45900

Force components x, y, z for each atom (eV/Å):
0.0314 0.0792 0.0251
-0.0039 0.0369 -0.0048
0.0494 0.0268 0.0551
-0.0077 0.0001 -0.0015
0.0006 -0.0024 -0.0041
0.1163 -0.0657 -0.0694
0.0184 -0.0196 -0.0066
-0.0128 0.0061 0.0144
-0.0054 0.0063 0.0074
0.0198 0.0227 -0.0170
-0.0016 -0.0021 0.0028
-0.0056 -0.0004 0.0026
0.0000 0.0122 -0.0048
-0.0029 -0.0052 -0.0003
-0.0005 -0.0016 0.0067
0.0031 0.0014 0.0019
0.0032 -0.0004 0.0050
0.0001 -0.0045 0.0012
-0.0091 -0.0007 -0.0044
-0.0020 0.0012 -0.0005
-0.0046 0.0089 0.0060
0.0146 -0.0095 0.0221
0.0007 0.0002 -0.0047
-0.0009 0.0008 -0.0064
0.0021 -0.0004 -0.0040
-0.0024 0.0001 0.0002
0.0155 -0.0024 -0.0027
0.0003 0.0054 -0.0069
-0.0022 0.0013 -0.0018
0.0003 0.0017 -0.0021
-0.0011 0.0070 -0.0018
-0.0508 0.0540 0.0896
-0.0336 0.0012 -0.0121
0.0000 0.0038 0.0112
-0.0242 -0.0466 -0.0210
0.0238 -0.0030 -0.0204
0.0016 -0.0203 -0.0151
0.0182 -0.0878 -0.0244
-0.0250 -0.0282 -0.0329
-0.0040 -0.0010 -0.0017
0.0004 -0.0013 -0.0015
0.0012 0.0000 0.0026
-0.1330 0.0333 -0.0789
0.0730 -0.0187 0.0227
-0.0132 -0.0040 0.0169
-0.0082 0.0097 0.0992
-0.0392 0.0056 -0.0405

LUMO energy (spin up / spin down) (eV): -0.513 / -2.417
Multiplicity: 5
<S²>: 6.022
Relative energy (zero: lowest compared OMol25 entry of this formula, charge and spin) (kcal/mol): 1.5
Calculated total energy (a.u.): -13274.76946
Maximum force (eV Å⁻¹): 0.2
HOMO-LUMO gap (spin up / spin down) (eV): 7.00 / 5.71

Quick look at the natural (NBO) charges, all values in e:
1. C 0.782
2. Si 1.429
3. O -0.688
4. H 0.237
5. H 0.215
6. Se 0.126
7. C -1.133
8. C -0.307
9. H 0.276
10. C -0.310
11. H 0.241
12. H 0.245
13. C -1.123
14. H 0.253
15. H 0.239
16. H 0.245
17. H 0.244
18. H 0.212
19. H 0.244
20. H 0.250
21. C -1.140
22. C -0.156
23. H 0.244
24. C -1.129
25. H 0.223
26. H 0.240
27. C 0.435
28. C -1.126
29. H 0.245
30. H 0.246
31. H 0.234
32. Se 0.034
33. C -0.276
34. H 0.226
35. H 0.511
36. C -0.170
37. C -1.130
38. O -0.795
39. Se -0.125
40. H 0.277
41. H 0.245
42. H 0.247
43. Pt 0.595
44. As -0.250
45. Si 1.394
46. Se -0.104
47. O -0.674